1.
{
  "formula": "C10H18Cl2ORe",
  "method": "ωB97M-V with the def2-TZVPD basis set",
  "symbols": ["Re", "Cl", "Cl", "C", "H", "H", "C", "C", "H", "C", "H", "C", "H", "H", "C", "H", "H", "C", "H", "H", "H", "H", "C", "C", "C", "O", "H", "H", "H", "H", "H", "H"],
  "coordinates": [[-0.374, 0.082, 0.670], [1.047, 1.172, 2.084], [-1.975, -1.332, -0.385], [-1.603, 1.474, 0.292], [-2.535, 1.344, -0.261], [-1.537, 2.495, 0.695], [0.739, -0.108, -0.968], [-0.138, 1.234, -0.926], [0.136, -0.925, -1.613], [0.463, 2.698, -0.786], [-0.718, 1.225, -1.883], [1.757, 2.818, -1.547], [-0.219, 3.513, -1.108], [0.663, 2.903, 0.283], [2.686, 1.619, -1.315], [1.554, 2.916, -2.624], [2.270, 3.725, -1.237], [1.986, 0.328, -1.764], [3.606, 1.797, -1.903], [2.966, 1.538, -0.251], [1.511, 0.563, -2.737], [2.749, -0.433, -1.985], [-0.698, -3.777, 1.229], [-1.119, -2.560, 1.990], [-2.468, -2.619, 2.636], [-0.429, -1.504, 1.999], [-1.193, -4.663, 1.656], [0.385, -3.929, 1.226], [-1.044, -3.673, 0.187], [-2.518, -2.006, 3.547], [-3.218, -2.259, 1.909], [-2.732, -3.655, 2.890]],
  "gap_ev": [5.7, 8.1],
  "multiplicity": 4,
  "lumo_ev": [-0.270, -0.721],
  "total_charge": 0,
  "s2": 3.77,
  "e_homo_ev": [-6.0, -8.8]
}


2.
{
  "formula": "C10H18Cl6MgO4",
  "method": "ωB97M-V with the def2-TZVPD basis set",
  "symbols": ["Mg", "C", "C", "O", "O", "H", "H", "H", "C", "C", "O", "O", "H", "H", "H", "Cl", "C", "C", "Cl", "H", "H", "H", "H", "Cl", "C", "C", "Cl", "H", "H", "H", "H", "Cl", "C", "C", "Cl", "H", "H", "H", "H"],
  "coordinates": [[14.448, 2.870, -14.254], [15.856, -0.713, -12.594], [14.575, 0.046, -12.501], [14.182, 1.055, -13.182], [13.678, -0.207, -11.733], [16.532, -0.028, -13.106], [15.811, -1.535, -13.309], [16.315, -0.959, -11.636], [17.772, 4.246, -15.547], [16.487, 3.665, -14.972], [16.387, 2.495, -14.496], [15.426, 4.340, -15.145], [18.193, 3.300, -15.887], [18.453, 4.630, -14.788], [17.654, 4.913, -16.401], [16.669, 8.682, -12.978], [17.943, 7.739, -12.325], [18.967, 7.418, -13.349], [20.346, 6.557, -12.688], [17.597, 6.824, -11.845], [18.418, 8.283, -11.508], [19.391, 8.335, -13.759], [18.583, 6.869, -14.209], [20.108, -1.016, -17.146], [19.265, -0.735, -15.545], [19.364, 0.749, -15.157], [21.080, 1.253, -14.921], [19.937, -1.316, -14.913], [18.252, -1.126, -15.452], [18.753, 0.843, -14.260], [19.028, 1.234, -16.074], [16.545, 4.681, -20.066], [18.140, 4.119, -19.753], [18.859, 3.657, -20.974], [20.364, 2.781, -20.576], [18.073, 3.453, -18.893], [18.588, 5.058, -19.426], [19.152, 4.546, -21.533], [18.231, 2.965, -21.536]],
  "gap_ev": 6.6,
  "lumo_ev": -1.484,
  "total_charge": 0,
  "relative_energy_kj_mol": 294.29,
  "e_homo_ev": -8.0
}


3.
{
  "formula": "C10H18Cl8OSi2",
  "method": "ωB97M-V with the def2-TZVPD basis set",
  "symbols": ["Si", "O", "Si", "C", "C", "C", "C", "C", "C", "H", "H", "H", "H", "H", "H", "H", "H", "H", "H", "C", "Cl", "Cl", "H", "H", "C", "Cl", "Cl", "H", "H", "C", "Cl", "Cl", "H", "H", "C", "Cl", "Cl", "H", "H"],
  "coordinates": [[1.834, 1.891, 0.434], [1.280, 0.190, 0.321], [-0.215, 0.113, -0.625], [-1.379, 1.531, 0.045], [-2.094, 1.241, 1.507], [-3.059, 2.440, 2.099], [-3.265, 3.857, 1.244], [-2.542, 4.140, -0.219], [-1.594, 2.941, -0.826], [1.285, 2.576, 1.611], [3.290, 1.912, 0.355], [1.284, 2.608, -0.741], [0.159, 0.357, -2.039], [-0.854, -1.207, -0.612], [-1.924, 0.233, 2.085], [-3.593, 2.240, 3.146], [-3.951, 4.722, 1.673], [-2.645, 5.133, -0.841], [-1.003, 2.992, -1.844], [-1.486, -2.990, 3.165], [-0.828, -2.537, 4.743], [-1.673, -1.573, 2.124], [-0.804, -3.696, 2.685], [-2.463, -3.458, 3.308], [3.124, -0.788, -3.179], [1.615, -1.667, -3.453], [3.624, 0.085, -4.633], [2.977, -0.072, -2.367], [3.906, -1.500, -2.905], [-1.837, -3.298, -4.274], [-1.701, -2.204, -2.893], [-0.810, -4.721, -4.062], [-2.877, -3.621, -4.371], [-1.529, -2.769, -5.179], [3.809, -0.971, 2.900], [4.313, -2.513, 3.602], [5.192, -0.092, 2.237], [3.092, -1.162, 2.099], [3.341, -0.362, 3.678]],
  "gap_ev": 8.4,
  "lumo_ev": -0.201,
  "total_charge": 0,
  "e_homo_ev": -8.6
}


4.
{
  "formula": "C10H18IrN5O6P2S",
  "method": "ωB97M-V with the def2-TZVPD basis set",
  "symbols": ["Ir", "C", "C", "N", "N", "C", "N", "S", "C", "C", "C", "C", "C", "N", "H", "H", "H", "H", "H", "H", "H", "H", "H", "H", "N", "C", "C", "P", "O", "O", "O", "P", "O", "O", "O", "H", "H", "H", "H", "H", "H", "H", "H"],
  "coordinates": [[-0.079, 0.081, -0.901], [2.786, -3.002, -2.112], [1.703, -2.146, -1.469], [1.407, -0.861, -1.622], [1.978, -0.064, -2.675], [1.551, 1.170, -2.962], [2.287, 1.917, -3.788], [0.185, 1.909, -2.230], [0.613, -2.823, -0.829], [0.425, -4.205, -0.829], [-0.848, -4.686, -0.497], [-1.915, -3.831, -0.143], [-1.624, -2.456, -0.035], [-0.399, -1.977, -0.380], [3.477, -2.312, -2.624], [2.367, -3.677, -2.917], [3.389, -3.581, -1.395], [2.716, -0.524, -3.230], [3.142, 1.509, -4.193], [1.927, 2.787, -4.163], [1.177, -4.931, -1.158], [-1.026, -5.738, -0.524], [-2.924, -4.149, -0.041], [-2.309, -1.729, 0.346], [-1.817, 1.150, 2.799], [-1.049, 2.320, 2.380], [-1.168, 3.422, 3.403], [0.693, 1.687, 2.252], [1.499, 3.042, 1.880], [0.820, 0.651, 1.103], [1.090, 1.240, 3.628], [-1.769, 2.535, 0.668], [-3.388, 2.623, 1.169], [-1.389, 3.760, -0.079], [-1.622, 1.071, 0.109], [-2.443, 0.710, 2.105], [-2.402, 1.365, 3.588], [-1.170, 0.468, 3.192], [-0.540, 3.239, 4.281], [-2.239, 3.633, 3.736], [-0.826, 4.298, 2.831], [1.632, 3.179, 0.912], [-3.916, 2.926, 0.416]],
  "gap_ev": [6.5, 4.7],
  "multiplicity": 6,
  "lumo_ev": [-9.812, -14.504],
  "total_charge": 3,
  "relative_energy_kj_mol": 0.00,
  "s2": 8.79,
  "e_homo_ev": [-16.3, -19.2]
}


5.
{
  "formula": "C10H18N2O3",
  "method": "ωB97M-V with the def2-TZVPD basis set",
  "symbols": ["C", "C", "C", "C", "C", "C", "C", "C", "C", "C", "N", "N", "O", "O", "O", "H", "H", "H", "H", "H", "H", "H", "H", "H", "H", "H", "H", "H", "H", "H", "H", "H", "H"],
  "coordinates": [[2.742, -2.622, 0.518], [2.371, -1.476, -0.054], [-4.891, -1.256, -1.112], [0.422, 1.267, -1.900], [-0.178, 1.886, -0.667], [0.250, -0.513, -0.344], [-0.525, -1.745, -0.088], [1.474, -0.326, 0.447], [-0.928, 1.037, 1.447], [-2.329, 1.643, 1.713], [0.472, -0.224, -1.698], [-0.797, 0.804, 0.041], [-3.798, -1.259, -1.440], [-5.952, -1.245, -0.745], [-3.366, 0.772, 1.250], [3.307, -3.409, 0.015], [2.708, -2.734, 1.588], [2.656, -1.192, -1.032], [-0.049, 1.491, -2.924], [1.405, 1.704, -2.065], [0.553, 2.654, -0.141], [-0.916, 2.684, -0.848], [0.025, -2.532, 0.384], [-0.950, -2.215, -0.981], [-1.416, -1.484, 0.482], [1.256, -0.546, 1.551], [2.000, 0.694, 0.317], [-0.893, 0.106, 2.134], [-0.117, 1.737, 1.891], [-2.344, 1.643, 2.806], [-2.379, 2.538, 1.076], [-0.340, -0.698, -2.335], [-3.313, 0.488, 0.322]],
  "gap_ev": 9.0,
  "lumo_ev": 0.529,
  "total_charge": 0,
  "relative_energy_kj_mol": 369.48,
  "smiles": "C=CC[C@]1(C)NCCN1CCO.O=C=O",
  "e_homo_ev": -8.5
}


6.
{
  "formula": "C10H18N3",
  "method": "ωB97M-V with the def2-TZVPD basis set",
  "symbols": ["C", "C", "C", "C", "C", "C", "C", "H", "H", "H", "H", "H", "H", "H", "H", "C", "C", "C", "N", "N", "N", "H", "H", "H", "H", "H", "H", "H", "H", "H", "H"],
  "coordinates": [[-0.692, 1.053, 3.485], [1.722, -1.680, 1.216], [0.630, -2.128, 1.935], [1.900, -0.308, 1.059], [-0.138, -1.229, 2.676], [1.111, 0.596, 1.746], [0.099, 0.155, 2.601], [2.317, -2.394, 0.660], [0.429, -3.181, 2.095], [2.794, 0.033, 0.547], [-0.885, -1.602, 3.362], [1.438, 1.630, 1.815], [-0.284, 2.062, 3.405], [-0.764, 0.739, 4.534], [-1.774, 1.149, 3.331], [-1.393, 0.158, -1.448], [-1.978, -1.078, -0.808], [0.417, 0.918, -2.939], [-0.415, -0.022, -2.496], [0.541, 2.110, -2.383], [1.038, 0.659, -4.112], [-2.246, 0.763, -1.790], [-0.969, 0.751, -0.637], [-1.252, -1.816, -0.436], [-2.600, -1.622, -1.518], [-0.138, -0.983, -2.658], [0.006, 2.315, -1.558], [0.817, 2.884, -2.961], [0.949, -0.272, -4.501], [1.816, 1.231, -4.351], [-2.494, -0.890, 0.130]],
  "gap_ev": 8.8,
  "lumo_ev": -2.880,
  "total_charge": 1,
  "relative_energy_kj_mol": 68.16,
  "e_homo_ev": -11.7
}